The following is a quantum chemistry calculation of a cluster of 12 separate species, C28H61N4O30 in total, from the Open Molecules 2025 dataset.

Values from the calculation:
- HOMO-LUMO gap (eV) = 4.88
- LUMO (Eh) = 0.0636
- M (g/mol) = 933.8
- total charge = -1
- E (Ha) = -3579.3532

Geometry (Å):
1 C -0.12 -1.04 0.55
2 C 0.22 0.41 0.80
3 C 0.58 1.11 -0.52
4 O -0.69 1.07 1.51
5 H 0.72 -1.63 0.13
6 H -0.96 -1.10 -0.17
7 H -0.45 -1.61 1.43
8 H 1.18 0.45 1.41
9 H 1.42 0.67 -1.06
10 H 0.76 2.18 -0.37
11 H -0.35 1.00 -1.11
12 C 0.14 1.90 7.57
13 O 1.02 0.97 6.97
14 C 0.70 0.57 5.72
15 O -0.23 0.96 5.08
16 O 1.61 -0.31 5.35
17 C 1.49 -1.02 4.13
18 H -0.70 1.40 8.05
19 H -0.26 2.63 6.86
20 H 0.75 2.44 8.30
21 H 1.80 -0.44 3.26
22 H 0.50 -1.42 3.95
23 H 2.16 -1.87 4.23
24 C -1.43 -4.35 2.94
25 O -0.57 -5.43 2.57
26 C 0.74 -5.19 2.65
27 O 1.24 -4.21 3.13
28 O 1.40 -6.21 2.11
29 C 2.81 -6.14 2.21
30 H -2.36 -4.49 2.40
31 H -1.00 -3.38 2.68
32 H -1.58 -4.34 4.02
33 H 3.23 -6.95 1.62
34 H 3.15 -6.36 3.22
35 H 3.18 -5.16 1.90
36 C -0.46 -3.45 -6.72
37 O -0.11 -3.23 -5.38
38 C -1.13 -3.19 -4.52
39 O -2.26 -3.49 -4.78
40 O -0.66 -2.75 -3.35
41 C -1.57 -2.78 -2.26
42 H -1.29 -2.84 -7.07
43 H -0.75 -4.50 -6.89
44 H 0.42 -3.24 -7.32
45 H -2.41 -2.11 -2.39
46 H -0.99 -2.55 -1.37
47 H -1.99 -3.77 -2.08
48 C 0.52 5.51 -0.40
49 O -0.67 6.14 -0.82
50 C -1.72 5.95 -0.03
51 O -1.77 5.21 0.91
52 O -2.73 6.71 -0.47
53 C -3.92 6.61 0.31
54 H 0.61 5.50 0.69
55 H 1.37 6.07 -0.80
56 H 0.57 4.48 -0.76
57 H -4.30 5.59 0.31
58 H -4.64 7.27 -0.15
59 H -3.75 6.93 1.34
60 C -3.85 -0.82 0.66
61 O -4.43 -1.28 1.88
62 C -4.37 -0.47 2.94
63 O -3.93 0.63 3.01
64 O -4.94 -1.13 3.97
65 C -4.90 -0.40 5.19
66 H -2.89 -0.32 0.83
67 H -4.54 -0.13 0.17
68 H -3.73 -1.71 0.04
69 H -5.41 0.56 5.10
70 H -3.87 -0.23 5.48
71 H -5.35 -1.06 5.93
72 C 0.81 0.11 -4.03
73 O 2.04 0.37 -4.71
74 C 2.01 0.32 -6.03
75 O 1.09 -0.02 -6.73
76 O 3.20 0.73 -6.48
77 C 3.38 0.67 -7.90
78 H -0.04 0.36 -4.67
79 H 0.76 0.79 -3.19
80 H 0.71 -0.90 -3.64
81 H 3.51 -0.36 -8.23
82 H 4.25 1.29 -8.08
83 H 2.52 1.09 -8.42
84 C -2.74 2.33 -1.74
85 O -4.10 2.74 -1.61
86 C -4.59 2.90 -0.37
87 O -3.97 2.92 0.64
88 O -5.94 3.02 -0.39
89 C -6.65 2.94 -1.62
90 H -2.41 2.55 -2.75
91 H -2.65 1.28 -1.47
92 H -2.08 2.89 -1.07
93 H -6.28 2.15 -2.26
94 H -6.59 3.90 -2.14
95 H -7.69 2.76 -1.36
96 C 4.06 2.08 -0.65
97 N 4.47 3.41 -0.14
98 O 4.90 3.45 1.00
99 O 4.26 4.38 -0.84
100 H 4.75 1.33 -0.27
101 H 4.09 2.14 -1.74
102 H 3.06 1.90 -0.28
103 C 2.76 2.49 3.04
104 N 3.93 2.15 3.90
105 O 4.67 3.04 4.27
106 O 4.06 0.98 4.19
107 H 2.88 1.93 2.12
108 H 2.82 3.55 2.82
109 H 1.86 2.24 3.59
110 C 4.93 -2.19 -1.45
111 N 3.75 -1.41 -1.01
112 O 3.64 -1.20 0.18
113 O 2.95 -1.03 -1.84
114 H 4.86 -2.41 -2.50
115 H 4.93 -3.09 -0.84
116 H 5.82 -1.62 -1.19
117 C 1.41 -4.27 -1.00
118 N 2.63 -4.89 -1.62
119 O 3.08 -5.87 -1.08
120 O 3.11 -4.35 -2.60
121 H 1.12 -3.42 -1.60
122 H 1.74 -3.94 -0.02
123 H 0.63 -5.02 -0.92

The following is a quantum chemistry calculation of a cluster of 9 separate species, C28H62Br2N6O12 in total, from the Open Molecules 2025 dataset.

Values from the calculation:
- HOMO-LUMO gap (eV) = 8.74
- LUMO (Eh) = 0.0052
- M (g/mol) = 834.6
- SMILES = CCOC(=O)OC.CCOC(=O)OC.CN(C)C=O.CN(C)C=O.CN(C)C=O.CN(C)C=O.CN(C)C=O.CN(C)C=O.BrCCBr
- E (Ha) = -7483.5270

Geometry (Å):
1 C -1.77 -7.73 -10.33
2 C -1.22 -8.81 -11.25
3 O 0.00 -8.34 -11.83
4 C 0.58 -9.09 -12.75
5 O 0.10 -10.07 -13.25
6 O 1.78 -8.58 -13.03
7 C 2.52 -9.27 -14.05
8 H -2.37 -8.17 -9.53
9 H -2.40 -7.01 -10.86
10 H -0.99 -7.15 -9.85
11 H -1.91 -8.95 -12.09
12 H -1.13 -9.76 -10.74
13 H 3.27 -8.56 -14.38
14 H 1.85 -9.58 -14.85
15 H 3.05 -10.13 -13.64
16 C -12.22 -10.02 -11.85
17 C -10.72 -9.86 -11.71
18 O -10.27 -8.78 -12.54
19 C -9.22 -8.09 -12.10
20 O -8.64 -8.29 -11.06
21 O -8.87 -7.24 -13.06
22 C -7.73 -6.45 -12.78
23 H -12.61 -10.58 -11.00
24 H -12.51 -10.54 -12.76
25 H -12.69 -9.03 -11.88
26 H -10.17 -10.76 -12.01
27 H -10.45 -9.67 -10.68
28 H -7.45 -5.89 -13.67
29 H -6.89 -7.10 -12.52
30 H -7.92 -5.81 -11.93
31 C 0.60 -4.83 -7.67
32 N 0.67 -3.42 -8.02
33 C 0.84 -3.11 -9.40
34 C 0.60 -2.44 -7.09
35 O 0.79 -1.26 -7.31
36 H 0.38 -4.93 -6.61
37 H 1.56 -5.32 -7.85
38 H -0.16 -5.32 -8.27
39 H 1.00 -2.04 -9.54
40 H 1.68 -3.66 -9.85
41 H -0.04 -3.42 -9.98
42 H 0.29 -2.84 -6.11
43 C -3.68 -7.72 -15.03
44 N -4.36 -6.51 -14.59
45 C -4.37 -5.37 -15.51
46 C -4.70 -6.34 -13.29
47 O -4.80 -5.26 -12.73
48 H -3.69 -8.48 -14.25
49 H -2.66 -7.49 -15.32
50 H -4.23 -8.12 -15.88
51 H -4.09 -5.66 -16.51
52 H -5.39 -4.98 -15.52
53 H -3.76 -4.58 -15.07
54 H -4.86 -7.30 -12.78
55 C -9.73 -7.46 -8.22
56 N -8.64 -7.18 -7.33
57 C -8.17 -5.83 -7.12
58 C -8.15 -8.17 -6.55
59 O -7.29 -8.06 -5.70
60 H -10.68 -7.78 -7.77
61 H -9.50 -8.36 -8.80
62 H -9.92 -6.66 -8.93
63 H -7.10 -5.75 -7.24
64 H -8.67 -5.16 -7.81
65 H -8.43 -5.46 -6.12
66 H -8.65 -9.13 -6.78
67 C -4.57 -10.01 -6.59
68 N -3.73 -9.54 -5.49
69 C -2.44 -9.04 -5.91
70 C -3.98 -9.96 -4.22
71 O -3.19 -9.93 -3.31
72 H -4.49 -9.33 -7.44
73 H -5.62 -10.06 -6.29
74 H -4.20 -11.00 -6.86
75 H -2.50 -8.07 -6.39
76 H -1.77 -9.01 -5.04
77 H -2.00 -9.80 -6.57
78 H -5.03 -10.31 -4.15
79 C -4.65 -5.06 -4.83
80 N -3.59 -5.67 -4.08
81 C -3.96 -6.38 -2.88
82 C -2.37 -5.85 -4.65
83 O -1.44 -6.41 -4.06
84 H -5.38 -4.61 -4.16
85 H -5.17 -5.76 -5.48
86 H -4.29 -4.25 -5.46
87 H -4.41 -5.70 -2.16
88 H -4.72 -7.14 -3.13
89 H -3.11 -6.93 -2.50
90 H -2.28 -5.55 -5.70
91 C -5.70 -4.92 -9.16
92 N -4.79 -5.73 -8.38
93 C -5.22 -7.06 -8.03
94 C -3.49 -5.37 -8.35
95 O -2.63 -6.04 -7.81
96 H -5.55 -5.11 -10.23
97 H -5.49 -3.86 -8.99
98 H -6.74 -5.04 -8.91
99 H -4.33 -7.71 -8.08
100 H -5.53 -7.14 -6.98
101 H -5.98 -7.42 -8.71
102 H -3.26 -4.43 -8.85
103 Br -3.29 -2.10 -7.09
104 C -3.58 -0.21 -7.39
105 C -2.47 0.30 -8.28
106 Br -2.99 2.01 -9.10
107 H -3.54 0.30 -6.43
108 H -4.56 -0.01 -7.82
109 H -2.26 -0.38 -9.11
110 H -1.53 0.55 -7.82